Computed, not measured: a molecular structure, C44H37BaN7O8S2, with the ωB97M-V functional and the def2-TZVPD basis.

The calculation puts the orbital gap at 4.89 eV. The value obtained for the electronic energy is -95407.2189 eV. Its LUMO energy is 3.15 eV. The calculation puts the energy relative to the best compared isomer or geometry (same formula, charge and spin) at 1.109 eV. The charge is -2.

Structure (XYZ):
```
99
Properties=species:S:1:pos:R:3:forces:R:3:mulliken_charge:R:1
Ba 0.5945 0.3022 3.4844 -0.1 0.7 -0.3 1.55
O -3.5310 1.3727 0.9363 0.4 0.7 0.9 -0.81
C -2.6162 0.9012 1.6553 -0.2 -0.8 0.1 -0.54
N -1.9142 1.2916 2.7302 -1.3 0.3 -0.4 0.02
C -2.2817 2.5117 3.3784 0.6 0.3 -0.5 -0.32
C -3.5583 2.7556 3.8803 0.1 -0.7 -0.7 -0.20
C -3.9336 3.9801 4.4044 0.3 0.6 -0.7 -0.48
C -2.9903 5.0088 4.4040 1.2 -1.5 0.9 -0.78
C -1.6045 4.7181 4.1380 -3.0 -0.2 -0.4 -0.62
C -1.2604 3.5049 3.5530 0.7 -0.4 0.4 0.26
N 0.0748 3.1300 3.2633 0.1 -0.4 -0.2 0.17
C 1.0233 4.0142 2.9357 -1.4 0.3 0.1 -0.14
O 0.9289 5.2687 2.8803 0.6 -0.9 0.0 -0.80
C 2.3497 3.3557 2.5407 0.5 2.4 0.8 0.59
C 3.5177 4.1265 2.7554 0.5 -1.0 -0.4 -0.57
C 4.7660 3.5904 2.4054 -0.9 1.0 0.0 -0.35
C 4.7735 2.3580 1.7846 0.8 -0.4 0.1 -1.06
C 3.5830 1.6951 1.6308 -0.4 0.0 -0.3 -0.51
N 2.3895 2.1785 1.9853 -0.1 -1.1 -0.1 0.18
C -2.2922 -0.5368 1.2574 2.2 -0.1 1.1 0.16
C -3.2715 -1.3876 0.8008 0.2 0.6 0.3 -0.47
C -3.0000 -2.7065 0.6026 0.5 -1.6 0.5 -0.51
C -1.7007 -3.1929 0.8772 -0.6 -0.2 -0.2 -0.71
C -0.7487 -2.2588 1.2345 -0.1 0.4 -0.4 -0.98
N -1.0284 -0.9891 1.4791 -0.9 0.8 -0.5 0.91
H -4.3005 1.9800 3.7287 0.0 -0.1 0.1 0.31
H -4.9831 4.1416 4.6737 0.4 0.1 0.0 0.33
H -3.3001 5.9109 4.8772 0.1 0.9 0.1 0.31
H -0.8652 5.4368 4.3173 0.9 0.9 0.1 0.52
H 3.4078 5.0969 3.1870 -0.1 0.4 0.2 0.48
H 5.6931 4.1599 2.5304 -0.4 -0.2 0.1 0.38
H 5.7045 1.8750 1.4741 -0.3 0.2 0.1 0.36
H 3.5349 0.7266 1.1943 0.2 -0.6 -0.3 0.76
H -4.2507 -0.9901 0.7961 -0.9 0.3 -0.6 0.63
H -3.8508 -3.3390 0.3238 0.6 -0.2 0.1 0.41
H -1.3838 -4.2427 0.9252 -0.5 0.4 -0.6 0.37
H 0.3015 -2.4844 1.2580 0.3 -0.4 0.3 1.00
O 6.6964 -2.3421 4.1115 -0.1 -0.2 -0.6 -0.70
C 5.5972 -1.8416 3.9327 0.3 -0.4 0.3 0.18
C 5.0059 -0.8713 4.8849 0.9 0.8 1.9 0.35
O 5.4999 -0.5665 5.9850 -0.4 -0.3 -1.2 -0.76
C 3.7556 -0.3672 4.3490 -0.2 -1.2 -1.5 0.69
C 3.5191 -1.0948 3.1004 0.4 -0.2 0.0 0.46
O 2.5289 -0.9999 2.3037 -0.3 0.3 0.4 -0.65
C 4.5434 -2.1193 2.9017 0.0 0.2 0.5 0.25
O 4.4587 -3.0526 2.1033 0.3 -0.1 -0.1 -0.78
O 2.9699 0.4265 4.8806 -0.9 0.8 0.4 -0.84
S 1.2644 0.2060 -0.9975 -0.2 -0.3 -0.8 0.16
C 0.9653 -0.1382 -2.5888 0.0 0.6 -0.1 -0.08
N 0.9112 0.8157 -3.5887 0.3 -1.3 0.8 0.52
C 0.7748 0.3628 -4.9695 0.4 0.8 -1.0 -0.82
C -0.3628 -0.5775 -5.0973 -0.7 -0.1 3.2 -0.70
N -0.0562 -1.6919 -4.1847 -0.4 -1.1 -0.9 0.12
C -0.7523 -2.9419 -4.5939 0.7 0.3 1.2 -1.94
C -2.2117 -2.8095 -4.2415 0.5 -0.9 0.6 0.70
C -2.5952 -2.3902 -2.9907 0.5 0.8 0.7 0.48
C -3.9180 -2.2643 -2.6355 0.4 0.7 1.6 -0.51
C -4.8466 -2.6437 -3.5322 -2.9 -0.7 -1.5 -0.36
C -4.5133 -3.1663 -4.7832 -0.2 -0.7 0.1 -0.71
C -3.1823 -3.2759 -5.0947 0.1 0.3 -0.4 -0.49
C 0.6638 -1.5739 -3.0471 -0.5 1.0 0.0 -0.07
S 1.0988 -2.7690 -2.0525 0.2 -1.2 0.2 -0.19
C 1.3091 2.1740 -3.2406 0.1 -0.3 -1.7 -1.20
C 0.3865 3.1210 -3.9392 -0.3 1.1 1.1 0.51
C -0.8703 3.3296 -3.3859 -0.4 0.5 0.1 -0.61
C -1.7298 4.3396 -3.8339 -1.2 -1.9 1.1 -0.56
C -1.3885 5.1072 -4.9038 -0.6 0.6 -0.2 -0.41
C -0.1555 4.8901 -5.4619 0.8 0.7 -1.1 -0.37
C 0.7586 3.9470 -4.9902 0.4 0.3 -0.6 -0.36
H 1.6499 -0.1783 -5.4002 0.0 0.4 0.7 0.27
H 0.5872 1.1751 -5.6867 0.2 0.3 0.7 0.37
H -0.4401 -0.9976 -6.0404 0.0 -0.6 -2.1 0.58
H -1.3662 -0.1731 -4.8360 0.6 0.2 -0.1 0.29
H -0.2487 -3.8232 -4.1507 -0.4 0.6 0.3 0.43
H -0.6427 -3.0833 -5.6528 0.1 0.2 -0.7 0.43
H -1.8809 -2.0944 -2.2469 0.5 0.1 0.1 0.34
H -4.1912 -1.8656 -1.6326 0.3 -0.4 -1.0 0.27
H -5.9197 -2.5983 -3.3079 0.4 0.1 0.1 0.34
H -5.2434 -3.6227 -5.4693 0.1 0.6 0.5 0.32
H -2.8414 -3.7100 -6.0035 0.0 -0.3 -0.9 0.37
H 2.2888 2.3644 -3.6208 1.1 0.0 -0.5 0.39
H 1.4534 2.2442 -2.1689 -0.8 0.2 0.1 0.42
H -1.1584 2.7359 -2.5341 -0.1 -0.2 0.2 0.67
H -2.7481 4.3460 -3.4081 0.7 0.4 0.0 0.34
H -2.1011 5.8562 -5.2797 0.6 -0.3 0.0 0.34
H 0.0915 5.5372 -6.3016 0.3 -0.2 0.0 0.31
H 1.7668 3.9088 -5.4632 -0.8 -0.2 0.5 0.32
C -0.1371 -5.5520 3.5077 0.8 -1.0 -1.2 -1.01
N 0.9701 -4.7985 2.9964 0.4 1.7 0.4 0.23
C 1.7702 -5.3287 1.9276 1.0 0.0 0.6 -0.81
C 1.1236 -3.4678 3.3654 -0.9 -0.8 -0.4 0.36
O 0.3044 -2.8558 4.0621 1.0 -0.4 -0.3 -0.70
H 0.2161 -6.4944 3.9640 -0.3 0.2 -0.4 0.33
H -0.8854 -5.7073 2.7175 0.1 -0.4 0.2 0.28
H -0.5636 -4.9655 4.2480 -1.0 1.0 1.5 0.31
H 2.2874 -6.2473 2.2277 -0.2 0.0 -0.1 0.26
H 2.5195 -4.6221 1.6059 0.6 0.5 0.5 0.25
H 1.2363 -5.4540 1.0242 -1.2 -0.7 -0.9 0.34
H 2.0015 -3.0133 2.8748 -0.2 0.0 0.3 0.13
```
Positions in Å, forces in eV/Å.

Computed, not measured: a molecular structure, C44H37Br2N7OP2SV, with the ωB97M-V functional and the def2-TZVPD basis.

The calculation puts the orbital gap (alpha / beta) at 6.51 / 6.40 eV. The value obtained for the electronic energy is -253880.3855 eV. As for the expectation value of S²: 0.77. Its LUMO energy (alpha / beta) is -6.25 / -6.38 eV. The calculation puts the energy relative to the best compared isomer or geometry (same formula, charge and spin) at 2.036 eV. The charge is +2. Its spin multiplicity is 2.

Structure (XYZ):
```
95
Properties=species:S:1:pos:R:3:forces:R:3:lowdin_spin:R:1
V 0.3270 0.6487 0.1240 2.8 -0.3 -1.4 1.04
C -4.4534 0.6933 -5.5336 0.0 0.0 0.1 0.00
C -3.2168 1.1656 -5.9540 0.0 0.0 0.0 0.00
C -2.1863 1.3303 -5.0474 0.1 -0.1 0.1 0.00
C -2.3804 1.0053 -3.7018 -0.5 -0.1 -0.7 0.00
C -3.6117 0.5060 -3.2900 0.3 0.0 0.0 0.00
C -4.6469 0.3678 -4.1987 -0.1 -0.1 -0.1 0.00
N -1.3586 1.1904 -2.7379 0.5 -0.2 1.3 0.01
N -0.5946 2.1078 -3.0459 -0.6 0.2 -1.5 0.00
C 0.4727 2.5967 -2.3077 0.8 0.2 1.4 0.01
C 1.0788 3.6509 -3.0190 -0.2 -0.3 0.0 0.00
C 2.0220 4.4684 -2.4449 0.2 0.1 0.1 0.01
C 2.3602 4.2528 -1.1196 0.0 0.1 0.0 0.00
C 1.8029 3.1949 -0.4231 -0.1 -0.1 0.3 0.01
C 0.8736 2.2989 -0.9588 -0.2 0.6 -1.5 -0.02
H -5.2587 0.5793 -6.2463 0.0 0.0 0.0 0.00
H -3.0559 1.4101 -6.9953 0.0 0.0 0.0 0.00
H -1.2247 1.7052 -5.3699 0.0 0.0 0.0 0.00
H -3.7549 0.2437 -2.2564 0.0 0.0 0.3 0.00
H -5.6091 0.0034 -3.8619 0.0 0.0 0.0 0.00
H 0.7495 3.8193 -4.0360 -0.1 0.0 0.0 0.00
H 2.4670 5.2796 -3.0039 0.0 0.0 0.0 0.00
H 3.0647 4.9109 -0.6274 0.0 0.0 0.0 0.00
H 2.1065 3.0882 0.6138 0.1 0.0 -0.1 0.00
C -3.8156 -3.4058 1.0314 0.0 0.0 0.0 0.00
C -3.9742 -1.9934 1.5039 0.0 0.2 0.0 0.00
C -5.1338 -1.6723 2.2469 -0.1 0.1 0.1 0.00
C -5.3951 -0.3769 2.5622 0.0 -0.2 0.0 0.00
C -4.5168 0.6361 2.1164 0.2 0.0 0.0 0.00
C -4.7854 2.0156 2.2765 0.0 0.1 0.0 -0.01
Br -6.2798 2.5998 3.2684 0.1 0.0 -0.1 0.00
C -3.9769 2.9522 1.6989 -0.3 0.1 0.2 0.00
C -2.8231 2.5498 1.0255 0.9 -0.4 -0.5 -0.01
Br -1.7492 3.8802 0.2143 -0.2 -0.1 0.2 0.00
C -2.4298 1.2190 0.9408 -1.5 0.6 0.6 0.00
O -1.2308 0.8842 0.4184 -4.2 0.5 0.6 -0.05
C -3.3401 0.2230 1.4399 0.1 0.0 -0.2 0.00
N -3.0849 -1.0807 1.1639 0.1 -0.3 -0.2 0.00
H -4.5246 -3.5791 0.2181 0.0 0.0 0.0 0.00
H -4.0549 -4.1135 1.8247 0.0 0.0 0.0 0.00
H -2.8188 -3.6069 0.6588 -0.1 0.0 -0.1 0.00
H -5.8164 -2.4612 2.5319 0.0 0.0 0.0 0.00
H -6.2828 -0.1099 3.1179 0.0 0.0 0.0 0.00
H -4.2192 4.0029 1.7664 0.0 0.0 0.0 0.00
C 0.9443 -0.9592 -3.3489 0.0 0.3 0.2 0.01
P 0.4431 -1.0994 -1.5818 0.2 -1.4 -0.9 0.01
C -1.0490 -2.1489 -1.6960 -0.2 0.3 0.1 0.00
C 1.6634 -2.3296 -0.9256 0.1 0.1 0.1 0.00
C 2.4348 -3.1387 -1.7566 -0.1 0.0 0.0 0.00
C 3.4066 -3.9782 -1.2296 0.0 0.0 0.0 0.00
C 3.6240 -4.0203 0.1383 0.0 0.0 0.0 0.00
C 2.8232 -3.2658 0.9835 0.0 0.0 0.0 0.00
C 1.8370 -2.4369 0.4617 0.1 0.1 0.1 0.00
P 0.5911 -1.5953 1.4957 0.5 -1.0 0.0 -0.01
C -0.5449 -3.0306 1.6284 -0.2 0.4 0.1 0.00
C 1.2165 -1.5983 3.2251 -0.1 0.3 -0.2 0.00
H 2.0030 -1.1638 -3.4839 0.0 0.0 0.0 0.00
H 0.7367 0.0374 -3.7306 -0.1 0.0 0.0 0.00
H 0.3628 -1.6793 -3.9226 0.0 0.0 0.0 0.00
H -0.7452 -3.1902 -1.8031 0.0 0.0 0.0 0.00
H -1.6387 -1.8613 -2.5627 -0.1 0.1 0.0 0.00
H -1.6516 -1.9999 -0.8019 -0.2 -0.1 0.0 0.00
H 2.2791 -3.1406 -2.8268 0.0 0.1 0.0 0.00
H 3.9960 -4.5976 -1.8924 0.0 0.0 0.0 0.00
H 4.3969 -4.6563 0.5486 0.0 0.0 0.0 0.00
H 2.9734 -3.3242 2.0554 0.0 0.0 0.0 0.00
H -0.0114 -3.8288 2.1429 0.1 0.0 0.0 0.00
H -0.8162 -3.3744 0.6362 0.0 0.0 0.0 0.00
H -1.4429 -2.7637 2.1830 0.1 0.0 0.0 0.00
H 1.1733 -2.6062 3.6325 0.0 0.0 0.0 0.00
H 0.5558 -0.9633 3.8199 0.0 0.0 0.0 0.00
H 2.2311 -1.2176 3.3111 0.0 0.0 0.0 0.00
S 6.1175 0.3386 4.7693 -0.1 0.0 -0.1 0.00
N 4.6749 1.0195 4.9465 -0.1 0.2 0.3 0.00
C 4.0625 0.9656 3.7782 0.4 -0.3 -0.3 0.00
C 2.7280 1.4324 3.5005 -0.4 0.1 -0.3 0.00
C 1.9214 2.1033 4.4223 0.0 -0.1 -0.1 0.01
C 0.6328 2.4221 4.0509 0.2 0.1 0.1 0.00
C 0.1691 2.0583 2.7926 -0.2 0.1 0.0 0.01
N 0.9302 1.4494 1.8849 0.6 0.3 1.2 -0.01
C 2.2061 1.1608 2.2286 0.2 0.1 0.6 0.01
C 3.0238 0.5727 1.1950 0.6 -0.2 -0.1 0.00
N 2.4437 0.4835 -0.0181 0.9 -0.4 0.6 -0.01
C 3.2216 0.1604 -1.0442 -0.1 0.1 -0.2 0.00
C 4.5468 -0.2323 -0.9064 0.1 0.0 0.1 0.00
C 5.1116 -0.2679 0.3498 -0.1 0.0 0.0 0.00
C 4.3523 0.1925 1.4270 -0.3 0.1 -0.2 0.00
C 4.8507 0.3334 2.7705 -0.2 0.3 0.5 0.00
N 6.0299 -0.0589 3.2152 0.3 -0.1 -0.2 0.00
H 2.3208 2.3477 5.3976 0.0 0.0 0.0 0.00
H -0.0250 2.9516 4.7248 0.0 0.0 0.0 0.00
H -0.8523 2.2778 2.5200 0.0 0.0 -0.1 0.00
H 2.7739 0.2388 -2.0253 0.0 -0.1 0.0 0.00
H 5.1181 -0.5048 -1.7819 0.0 0.0 0.0 0.00
H 6.1292 -0.5943 0.5189 0.0 0.0 0.0 0.00
```
Positions in Å, forces in eV/Å.

- electronic energy of number 2 (C44H37Br2N7OP2SV)?
  -253880.3855 eV

- Which of these has the highest energy relative to the best compared isomer or geometry (same formula, charge and spin)?
  C44H37Br2N7OP2SV

- The lowest energy relative to the best compared isomer or geometry (same formula, charge and spin) belongs to which entry?
  C44H37BaN7O8S2